C38H51Cl3N2O3SbSiV | ωB97M-V/def2-TZVPD

Relative energy (zero: lowest compared OMol25 entry of this formula, charge and spin) ... 0.0 kcal per mole
Highest occupied orbital energy (spin up / spin down) ... -2.63 / -4.75 eV
Total energy ... -127031.7927 eV

```
! RIJCOSX wB97M-V def2-TZVPD def2/J DEFGRID3
* xyz -1 4
C -1.9176 -3.8230 4.3710
C -2.0423 -4.3710 0.5327
C -1.7242 4.2855 -3.1716
C -1.1049 4.2134 -6.1595
H -3.1767 -2.9855 -0.7425
H -1.1273 5.3265 -6.1375
C -0.7891 5.3334 1.3040
Cl -2.2300 1.1191 -0.7859
C -3.7316 -2.5538 3.4153
H -1.5484 -4.6716 4.9598
H -2.1140 3.8588 -6.4387
H -0.6606 -5.6549 1.6400
Cl -0.5409 1.4837 -3.8325
C 3.5501 -1.3633 4.5960
H 5.6181 -0.8408 4.2229
C 0.3328 -4.0985 0.5008
C -0.9906 -2.9266 3.8016
C 2.2620 -0.8378 -3.3024
C -1.5918 -1.7575 -4.5848
C 0.0636 1.5962 4.7236
H -3.0845 3.7045 3.7865
H -1.5359 5.3127 -2.8369
H 1.2872 -1.1962 -3.6701
H -4.0084 -4.3350 4.6229
C 2.9536 0.0951 2.2965
V 0.0532 0.9792 -1.2348
H -0.2320 -4.2843 -2.5782
H 1.7904 5.1081 1.9793
O 0.3287 1.9373 0.6987
H -1.8582 4.1620 5.9099
C -2.1992 -3.3156 -0.3791
C -1.0763 -2.7051 -0.9195
C -0.4793 -3.7089 -3.4805
H -1.8053 3.6604 -2.2748
H 0.9740 1.0424 4.9704
C 1.9183 -0.5402 2.9921
C -0.7811 -4.7836 0.9720
Cl 1.3803 2.8722 -1.7039
C 0.1756 -3.1006 -0.4644
H 3.7623 -1.9385 5.5084
C -0.2694 3.0763 0.6593
H 0.6445 -5.0846 -4.6649
H 2.3616 -3.6491 -2.5814
C -0.3825 2.6127 5.5780
H -1.4601 5.2216 0.4494
H 0.1544 2.8015 6.5148
H 0.8376 4.4101 3.3131
H -0.3751 3.9319 -6.9424
H -2.9313 -4.8678 0.9117
C 2.5406 -1.0761 -0.8840
H 1.8116 3.3405 2.2428
C -2.2003 3.1207 4.0525
H -2.2939 1.9180 2.2694
O 2.0290 0.0540 -0.6622
H -1.4089 -2.2636 -5.5415
C -0.6533 1.3228 3.5550
H 3.7709 -3.2955 -1.5261
C 3.1792 -2.9409 -2.3789
H -1.3852 5.4215 2.2201
H -2.6786 -1.6039 -4.4981
C 4.2742 -0.0063 2.7363
Sb -0.0984 -0.2974 2.2187
C -1.0624 -2.4957 -3.4027
Si -0.4949 3.6306 -4.4288
C 1.3217 4.0683 -4.6679
O -0.2739 -0.6854 -2.0535
C -1.4417 -1.8371 3.0616
H 3.7974 -2.9212 -3.2881
H -2.7185 4.2691 -3.6488
H 2.7205 0.6719 1.4070
H -1.1037 3.2226 -0.0484
H -3.1521 -0.8379 2.2267
H -2.2103 -1.3221 -2.0343
C -0.2193 -4.4107 -4.7711
C -1.5076 3.3748 5.2421
H -0.1450 6.2071 1.1717
N 2.6442 -1.6098 -2.1139
C -1.2001 -1.7379 -2.0880
H -1.0810 -5.0060 -5.1238
C 1.1951 4.2406 2.2882
H 0.0811 -3.0913 3.9457
H 1.4758 4.2920 -5.7401
H 5.0683 0.4840 2.1766
H 0.0297 -3.6768 -5.5467
H 2.9956 -0.9948 -4.1017
N 0.0495 4.1401 1.3843
C -3.2902 -3.6322 4.1832
H 1.0500 -2.6419 -0.9135
C 4.5843 -0.7444 3.8877
H 2.9550 -1.6977 -0.0584
H 1.9823 3.2241 -4.4224
H -1.0894 -0.7809 -4.5825
H 2.1956 0.2229 -3.0225
C -2.8060 -1.6657 2.8421
C -1.7589 2.1016 3.2010
C 2.2184 -1.2643 4.1502
H -4.7962 -2.4062 3.2480
H 1.3355 -4.3396 0.8666
H 1.6549 4.9479 -4.1035
H 1.4295 -1.7429 4.7299
*
```

Results of the Mulliken charge analysis, in e, for atoms 1 through 2: atom 1 (C): -0.652, atom 2 (C): -0.741


C31H47Cl2IN5O3P2RbS2 | ωB97M-V/def2-TZVPD

Relative energy (zero: lowest compared OMol25 entry of this formula, charge and spin) ... 18.5 kcal per mole
Highest occupied orbital energy ... -1.17 eV
Total energy ... -120554.3461 eV

```
! RIJCOSX wB97M-V def2-TZVPD def2/J DEFGRID3
* xyz -2 1
N 1.6327 -2.6888 0.7909
H 4.6519 -0.5807 -3.5114
H 3.1290 0.1485 -4.9095
H -0.4875 1.0427 -2.2396
C -4.7209 -0.9439 1.0749
H -1.2487 -6.4123 -0.9493
H 2.3496 1.7277 -4.8305
C 1.8115 3.4832 -1.8516
C 4.5587 2.2110 -3.4499
H 5.2031 2.4998 -2.6178
Cl -2.6227 1.5836 -1.3044
C 1.2353 -2.6418 3.3567
H 0.1644 -5.8081 -1.8379
P 2.2758 1.6122 -1.5706
C 1.3245 3.5693 -3.3068
H 1.6909 0.3719 -3.8916
H 4.7467 3.2588 -0.4189
C 2.6110 0.8473 -4.2426
H 1.1257 -3.6565 3.7369
C 3.4978 1.1931 -3.0342
H -3.3955 -3.7018 -0.0161
H 0.8874 4.1511 0.0297
H 2.0774 -2.1490 3.8403
H 3.7863 4.3494 -2.2149
H 2.5548 -0.3796 0.2587
N -4.3340 0.0859 9.1958
H -2.7267 -1.2800 6.4790
S -1.9728 -1.5202 3.8098
C 3.3721 1.6129 0.0245
N -5.7359 3.4527 7.2728
H 0.6975 2.7115 -3.5550
H -0.0494 4.5339 -1.4084
C 3.4764 0.1534 0.4968
C 1.1763 -2.5094 -2.6525
H 5.1734 2.2767 0.9858
P -1.0219 -3.3202 -1.3732
H 3.6277 0.1174 1.5815
H -5.0212 -4.7049 1.5751
H 0.0095 2.8742 -0.8015
H 1.5143 1.9874 1.0913
H -4.2594 2.8193 4.2435
C -5.6499 -1.4286 1.9843
C 2.8802 4.5563 -1.6428
H 4.3074 -0.3818 0.0399
H 2.0712 -2.9835 -2.2434
O -2.1803 -4.1947 -2.1546
H -3.5907 -4.4265 -3.5852
S -2.7650 1.4211 2.3702
C -4.2683 1.7126 6.0713
N -3.9370 -1.7569 0.3711
H 2.9721 2.1669 2.0799
H -2.3532 -3.2130 -3.9793
C -4.0594 -3.0685 0.5623
C -1.5498 1.0770 -2.6126
H 0.3139 -2.0876 3.5943
C 4.7656 2.2396 -0.0309
C -5.7834 -2.7878 2.1827
H -6.5009 -3.1825 2.8895
H -3.6220 -2.8358 -2.7864
H 2.1569 3.6075 -4.0105
H 5.0045 0.0654 -1.9112
C -4.9619 -3.6319 1.4487
I -6.8761 -0.0959 3.0501
H -4.5816 0.1186 0.9356
H 2.5363 3.4261 0.9313
C 2.5443 2.3480 1.0887
C 4.2036 -0.1087 -2.6292
C -3.0729 -0.3821 5.9853
H 0.3367 -6.3212 -0.1432
H 2.4847 5.5222 -1.9800
H 1.3362 -2.2731 -3.7054
H 1.0010 -1.5733 -2.1120
C 0.5985 3.7786 -0.9517
C -5.0763 2.6651 6.7473
O -0.5887 -4.5293 -0.3803
C -2.9750 -3.6237 -3.1797
C -3.8120 0.5442 6.7183
Rb -0.8736 -0.5231 0.2702
H -1.6913 1.7388 -3.4612
H 3.1522 4.6643 -0.5922
C -3.1607 1.0070 3.9931
C -3.9231 1.9190 4.7397
C -0.3243 -5.8387 -0.8629
H 5.1917 1.7656 -4.2275
H 4.1164 3.1159 -3.8685
C 1.4358 -2.6672 1.9240
H 5.4516 1.6495 -0.6405
O 0.0740 -3.4210 -2.5811
H 0.7326 4.4797 -3.4520
Cl -1.9547 -0.5693 -3.1082
C -4.1056 0.3018 8.0852
C -2.7711 -0.2217 4.6271
N 1.0890 0.6692 -1.5159
H 3.4874 -0.8107 -2.1974
*
```

Results of the Mulliken charge analysis, in e, for atoms 1 through 2: atom 1 (N): -0.341, atom 2 (H): 0.646


C7H8NO2P | ωB97M-V/def2-TZVPD

Relative energy (zero: lowest compared OMol25 entry of this formula, charge and spin) ... 90.8 kcal per mole
Highest occupied orbital energy ... -6.53 eV
Total energy ... -22259.4579 eV

```
! RIJCOSX wB97M-V def2-TZVPD def2/J DEFGRID3
* xyz 0 1
C -0.1062 -0.1385 2.6805
O -1.8295 -1.1749 -3.0711
C 1.3913 0.0494 0.7481
C 0.4264 -0.5537 -0.1083
N 1.8742 -0.3425 -2.0896
C 0.7603 -0.7767 -1.5402
H 2.3745 0.2039 0.3068
C 1.1175 0.2653 2.1063
H -0.2949 0.0035 3.7458
H -1.5917 -1.3195 -0.1553
C -0.7929 -0.8875 0.4895
H 1.8906 0.7385 2.7062
O 0.0775 -3.2406 -3.2794
H 0.5774 -3.7954 -2.6465
C -1.0623 -0.7010 1.8346
H 2.0511 -0.5556 -3.0547
P -0.3647 -1.7680 -2.6385
H -1.8318 -1.2445 -4.0444
H -2.0011 -0.9853 2.2681
*
```

Results of the Mulliken charge analysis, in e, for atoms 1 through 2: atom 1 (C): -0.379, atom 2 (O): -0.459


C25H35BN2O8S | ωB97M-V/def2-TZVPD

Highest occupied orbital energy ... -7.57 eV
Total energy ... -57364.7001 eV

```
! RIJCOSX wB97M-V def2-TZVPD def2/J DEFGRID3
* xyz 0 1
C -2.3908 0.6070 7.0092
H 2.8906 3.7858 2.0828
C 3.1529 3.4711 -3.7089
C 0.9719 2.7570 -2.1904
H -2.4139 0.4182 4.8833
B 2.4806 2.0146 -5.6903
C -3.0221 -2.9115 -2.8101
H 0.1509 0.3290 -3.4094
C 2.0838 3.0973 1.8602
H 2.5848 4.6413 -0.0631
H 0.1016 1.0900 -5.0216
C 0.0433 1.2893 1.3041
H 2.6255 -2.6708 0.4774
O 0.3858 0.2803 3.4593
H -4.9228 -0.7967 0.1079
C 1.4307 3.1546 0.6343
C 0.7138 1.2504 2.5110
H 3.9986 -4.9546 0.4500
C -4.0985 -1.2344 -4.4348
O 1.5598 2.0770 -6.7155
H -0.8087 0.7290 5.5630
C -1.7442 0.1931 5.7103
H -1.5323 -0.8780 5.7222
H -4.9586 -1.0813 -3.7807
H 1.3882 1.1991 -7.0717
C 0.0421 1.2667 -3.9535
H 2.2437 2.0596 3.7469
C -3.3906 -1.3438 1.4933
H -0.9527 1.6532 -3.7377
H -2.0959 -3.0920 -2.2700
C 2.2159 2.5848 -4.2498
N 0.4575 -1.0778 2.9015
C 1.9250 3.6214 -1.6612
H -2.1569 0.7053 9.1319
H 2.9451 -1.5293 -0.8441
H 4.0096 3.7533 -4.3100
C 3.0182 3.9920 -2.4372
H -3.7130 -2.1712 3.4398
H -4.8683 -2.5344 0.4914
C 1.0984 2.2271 -3.4773
H 4.0808 1.0590 -5.1737
O -1.8807 -0.9877 -3.6134
H -2.0042 -2.0510 2.9592
H -0.6450 0.9121 8.2204
H -3.0479 -3.3122 2.2619
O -3.4908 1.1053 7.0465
C 1.7338 2.1389 2.7976
C -2.8944 -1.6429 -3.6206
H -1.3671 -0.6956 8.3744
H -3.2307 -3.7578 -3.4666
O -2.6428 -0.4855 1.0890
H 3.7563 4.6766 -2.0349
C 0.4099 2.2466 0.3704
H 4.1432 -1.7599 0.4476
C -1.5893 0.3676 8.2683
H -0.7676 0.6140 1.0718
C 3.3962 -2.2571 -0.1734
H -3.8449 -2.8166 -2.0988
H 5.1420 -5.1858 -0.8914
H -5.5279 -1.3920 1.6691
O 1.4764 -1.3039 2.4096
N 1.7759 4.1058 -0.3444
C -4.7671 -1.5265 0.8988
H -4.3484 -2.0166 -5.1535
C 4.0408 -3.3565 -0.9820
C -3.0098 -2.2792 2.6122
S -0.4252 2.3421 -1.1789
C 4.7194 -4.4589 -0.2023
O 4.0167 -3.3584 -2.1895
H -3.8825 -0.3113 -4.9668
H 5.5148 -4.0436 0.4186
O 3.7112 1.4593 -5.9679
*
```

Results of the Mulliken charge analysis, in e, for atoms 1 through 2: atom 1 (C): 0.657, atom 2 (H): 0.304